# 1
Below is the molecule H2OS2, with properties calculated with wB97M-V/def2-TZVPD.

Output
- HOMO-LUMO gap (hartree) = 0.2293
- HOMO (hartree) = -0.303
- lowest unoccupied orbital energy (eV) = -2.00
- relative energy (zero: lowest compared OMol25 entry of this formula, charge and spin) (kcal/mol) = 59.22
- strongest force on any atom (eV/A) = 2.664

Element x y z (Å)
1 H -1.34429 -0.42660 1.81714
2 H 0.10777 -1.01521 0.65797
3 O 1.51234 0.57389 -2.09449
4 S 0.62884 1.00655 -0.96394
5 S -0.90466 -0.13864 0.58332

---

# 2
Below is an isolated ion of composition C10H13N2 and charge +1, with properties calculated with wB97M-V/def2-TZVPD.

Output
- HOMO-LUMO gap (alpha / beta) (hartree) = 0.2376 / 0.3052
- HOMO (alpha / beta) (hartree) = -0.457 / -0.466
- lowest unoccupied orbital energy (alpha / beta) (eV) = -5.96 / -4.37
- relative energy (zero: lowest compared OMol25 entry of this formula, charge and spin) (kcal/mol) = 131.91
- net charge = +1
- strongest force on any atom (eV/A) = 3.337

Element x y z (Å)
1 C -3.49449 -0.87946 -0.12324
2 C -3.14795 0.27606 0.55536
3 C -2.51744 -1.49098 -0.96897
4 C -1.84676 0.82812 0.56126
5 C -1.28768 -0.82433 -1.10753
6 C -0.93249 0.24228 -0.32312
7 C 1.88850 -0.73808 -1.12324
8 C 2.46295 -1.21233 0.30640
9 C 1.89912 -0.62475 1.49898
10 C 0.37397 2.39521 -0.70922
11 N 1.19054 0.27688 -1.27343
12 N 0.38002 0.86530 -0.44529
13 H -4.46120 -1.28093 -0.18958
14 H -3.93727 0.75418 1.14082
15 H -2.77659 -2.40862 -1.44291
16 H -1.43028 1.57992 1.20641
17 H -0.48650 -1.28429 -1.72193
18 H 2.42961 -1.03673 -1.97812
19 H 2.34550 -2.35132 0.25320
20 H 3.47910 -0.89594 0.35878
21 H 0.96438 -1.02010 1.91748
22 H 2.52178 0.11555 2.13290
23 H -0.40359 2.81825 -0.15227
24 H 1.27419 2.77818 -0.31850
25 H 0.25313 2.39074 -1.80861

---

# 3
Below is a 2-piece molecular cluster, C4H12N2O2 overall, with properties calculated with wB97M-V/def2-TZVPD.

Output
- HOMO-LUMO gap (hartree) = 0.3620
- HOMO (hartree) = -0.337
- lowest unoccupied orbital energy (eV) = 0.69
- relative energy (zero: lowest compared OMol25 entry of this formula, charge and spin) (kcal/mol) = 43.82
- SMILES = NCCCC(N)=O.O
- strongest force on any atom (eV/A) = 4.325

Element x y z (Å)
1 N 1.94654 0.93052 1.76399
2 C 1.35982 -0.00523 0.77520
3 C 1.03751 0.68201 -0.58374
4 C -0.50893 0.69938 -0.76499
5 C -0.93039 -0.68924 -1.22524
6 N -1.19052 -0.87159 -2.55496
7 O -1.00552 -1.66090 -0.47713
8 H 1.18696 1.37617 2.32572
9 H 2.48471 1.64295 1.32021
10 H 0.52667 -0.74571 1.18596
11 H 2.17526 -0.75438 0.58271
12 H 1.52471 0.20902 -1.43791
13 H 1.45073 1.72849 -0.63679
14 H -0.70266 1.50698 -1.41499
15 H -1.15699 0.97010 0.06139
16 H -1.73413 -1.77643 -2.75444
17 H -1.42208 -0.20826 -3.20774
18 O -1.96440 -1.13583 2.44583
19 H -1.29233 -0.83636 3.03923
20 H -1.78497 -1.06168 1.55768

---

# 4
Below is a 4-piece molecular cluster, C4H7N overall, with properties calculated with wB97M-V/def2-TZVPD.

Output
- HOMO-LUMO gap (hartree) = 0.3621
- HOMO (hartree) = -0.349
- lowest unoccupied orbital energy (eV) = 0.35
- relative energy (zero: lowest compared OMol25 entry of this formula, charge and spin) (kcal/mol) = 146.60
- strongest force on any atom (eV/A) = 5.077

Element x y z (Å)
1 C -0.03706 -1.65749 -1.83934
2 C 0.18273 -0.48324 -0.91868
3 C 0.42584 0.29016 -0.03825
4 C 0.47999 1.30401 1.07558
5 H 1.09293 -2.60695 -1.52141
6 H -1.36024 -2.33606 -1.74402
7 H 0.13687 -0.97854 -3.17002
8 H 0.65509 2.33019 0.67760
9 H 1.40280 1.07680 1.62365
10 H -1.54991 1.38373 1.46165
11 H -0.75941 0.35583 2.37316
12 N -0.66965 1.32154 2.02009

---

# 5
Below is the molecule C7H13N, with properties calculated with wB97M-V/def2-TZVPD.

Output
- HOMO-LUMO gap (hartree) = 0.3310
- HOMO (hartree) = -0.292
- lowest unoccupied orbital energy (eV) = 1.05
- relative energy (zero: lowest compared OMol25 entry of this formula, charge and spin) (kcal/mol) = 50.33
- SMILES = C=C[C@]1(C)CC[C@H]1N
- strongest force on any atom (eV/A) = 4.949

Element x y z (Å)
1 C 2.47617 -0.89073 -0.15295
2 C 1.79857 0.23576 -0.03346
3 C 0.11775 0.42603 -0.11535
4 C -0.23634 0.58021 -1.58549
5 C -0.49229 1.50252 0.78393
6 C -1.62931 0.56410 1.15262
7 C -0.49920 -0.72518 0.61377
8 N -0.86855 -1.88236 -0.08772
9 H 3.55670 -0.92022 -0.21323
10 H 1.97634 -1.84036 -0.29215
11 H 2.31229 1.18789 0.05730
12 H -1.30378 0.75528 -1.71381
13 H 0.31180 1.42558 -1.99977
14 H 0.03174 -0.31334 -2.14527
15 H -0.76204 2.42205 0.26559
16 H 0.15037 1.74227 1.63067
17 H -2.51864 0.64307 0.53392
18 H -1.87121 0.44920 2.20437
19 H 0.02394 -1.00239 1.52816
20 H -1.39655 -1.71741 -0.93374
21 H -1.17774 -2.64198 0.50261